[1]
Computed, not measured: a structure of composition C18H22N5O3PS2V, with ωB97M-V with the def2-TZVPD basis set.

Energy above the lowest of the compared OMol25 structures with the same formula, charge and spin   0.0 kJ/mol
Net charge   +2
2S+1   2
Expectation value of S²   0.7707
Gap between HOMO and LUMO (alpha / beta)   6.011 / 6.678 eV
Electronic energy   -89252.60627 eV

Atoms and positions in Å:
V 0.4925 -1.1324 0.5063
S -1.4275 -1.5059 1.6187
C -1.2186 -3.0819 0.8323
C -1.9784 -4.2280 0.9301
C -1.5959 -5.3086 0.1447
C -0.4964 -5.2183 -0.7058
C 0.2153 -4.0392 -0.7492
N -0.1477 -3.0061 0.0234
H -2.8365 -4.2697 1.5852
H -2.1646 -6.2283 0.1891
H -0.2003 -6.0512 -1.3260
H 1.0741 -3.8938 -1.3908
N -3.2808 1.8665 -5.4322
C -2.3522 1.5939 -4.5005
C -2.5057 0.4789 -3.6422
C -1.5575 0.1963 -2.6987
C -0.4294 1.0206 -2.5854
C -0.2654 2.1377 -3.4135
C -1.2132 2.4158 -4.3611
S 0.7474 0.7070 -1.4056
O 0.9885 -0.8077 -1.3430
O 1.9115 1.5095 -1.5467
N 0.1506 0.6930 0.1217
C -0.4655 1.7834 0.7570
N -0.7171 1.6022 2.0476
C -1.3282 2.6235 2.6533
C -1.6466 3.7945 1.9877
C -1.2932 3.8675 0.6509
N -0.7008 2.8524 0.0203
H -4.0849 1.2778 -5.5566
H -3.1708 2.6405 -6.0631
H -3.3767 -0.1549 -3.7441
H -1.6825 -0.6649 -2.0535
H 0.6071 2.7666 -3.3040
H -1.0896 3.2698 -5.0136
H -1.5588 2.4941 3.7040
H -2.1372 4.6147 2.4895
H -1.4862 4.7543 0.0600
C 3.0958 1.2753 1.9094
P 2.7737 -0.3228 2.6192
C 1.8700 -0.1538 4.1389
C 4.2821 -1.2302 2.8548
O 1.8821 -1.1675 1.6235
H 3.8310 1.7946 2.5273
H 2.1737 1.8567 1.8914
H 3.4845 1.1755 0.8949
H 2.4407 0.4509 4.8455
H 1.6891 -1.1380 4.5716
H 0.9180 0.3335 3.9188
H 4.9133 -0.7018 3.5712
H 4.8120 -1.3181 1.9061
H 4.0549 -2.2238 3.2410

---

[2]
Computed, not measured: a cluster of 3 separate species, C7H14 in total, with ωB97M-V with the def2-TZVPD basis set.

Energy above the lowest of the compared OMol25 structures with the same formula, charge and spin   391.9 kJ/mol
SMILES   C=C1CC1.[H][H].C=CC
2S+1   1
Gap between HOMO and LUMO   10.611 eV
Electronic energy   -7482.23210 eV

Atoms and positions in Å:
C -1.5010 0.1533 0.9292
C -1.0752 -1.0940 0.9177
C -0.8881 -2.3441 1.6553
C -0.7423 -2.2843 0.1322
H -1.7494 0.6686 1.8533
H -1.6310 0.6982 0.0016
H 0.0142 -2.5095 2.2416
H -1.7847 -2.7982 2.0700
H -1.5125 -2.7209 -0.4978
H 0.2670 -2.3894 -0.2583
H 1.7626 -0.8163 0.3020
H 1.7228 -1.1270 0.9754
C 1.9900 1.1595 -1.0865
C 0.9010 1.7468 -0.5996
C -0.1619 2.3674 -1.4599
H 2.1320 1.0290 -2.1569
H 2.7846 0.7974 -0.4413
H 0.7770 1.8304 0.4805
H 0.0038 3.4486 -1.5287
H -0.1390 1.9529 -2.4726
H -1.1697 2.2318 -1.0572

---

[3]
Computed, not measured: a cluster of 2 separate species, C5H12N in total, with ωB97M-V with the def2-TZVPD basis set.

Energy above the lowest of the compared OMol25 structures with the same formula, charge and spin   197.3 kJ/mol
Net charge   +1
2S+1   1
Gap between HOMO and LUMO   10.704 eV
Electronic energy   -6861.51367 eV

Atoms and positions in Å:
C -1.5229 0.7958 -1.7494
C -2.7782 1.1637 -1.5177
H -1.1859 -0.2359 -1.7912
H -0.7399 1.5035 -2.0133
H -3.5850 0.4423 -1.5116
H -3.0409 2.2123 -1.4789
C 1.7660 -1.2880 1.7841
C 1.1417 -0.5295 0.6576
C 1.6146 -0.4668 -0.5763
N -0.0597 0.2739 0.9996
H 2.5864 -1.8940 1.4115
H 2.1779 -0.5774 2.5044
H 1.0767 -1.9618 2.2952
H 1.2694 0.1834 -1.3673
H 2.4317 -1.1327 -0.8144
H -0.0616 0.6985 1.9343
H -0.9490 -0.2259 0.9144
H -0.1413 1.0386 0.3190

---

[4]
Computed, not measured: a structure of composition C24H30N5O3PPt at a distorted geometry, with ωB97M-V with the def2-TZVPD basis set.

Energy above the lowest of the compared OMol25 structures with the same formula, charge and spin   121.2 kJ/mol
Net charge   +2
2S+1   1
Gap between HOMO and LUMO (alpha / beta)   5.718 / 5.673 eV
Electronic energy   -51485.35544 eV

Atoms and positions in Å:
Pt -0.4947 0.2011 0.2850
N 0.4858 2.5917 0.5871
N 0.8048 2.7937 1.9415
C 0.6417 1.8087 2.8481
N 0.9167 2.0212 4.1215
N 0.2043 0.6534 2.3471
N -0.0520 -0.4602 3.0631
O 0.1810 -0.5036 4.2436
O -0.5133 -1.3625 2.3937
H 1.3138 2.6917 -0.0002
H -0.2142 3.2663 0.2729
H 1.1489 3.7021 2.2351
H 1.2355 2.9125 4.4722
H 0.7676 1.2566 4.7800
C -3.0418 0.7563 -2.1935
P -1.7517 -0.3624 -1.5445
C -0.8550 -0.8505 -3.0359
C -1.4060 -1.6686 -4.0186
C -0.6654 -1.9643 -5.1514
C 0.5922 -1.4077 -5.3295
C 1.1208 -0.5531 -4.3737
C 0.4054 -0.2863 -3.2219
C -2.6615 -1.7204 -0.7577
C -3.2266 -1.3454 0.4711
C -3.8787 -2.2784 1.2503
C -3.9502 -3.5986 0.8256
C -3.3935 -3.9735 -0.3909
C -2.7471 -3.0389 -1.1844
H -3.6126 0.2118 -2.9458
H -2.5737 1.6169 -2.6679
H -3.7108 1.0885 -1.4025
H -2.4056 -2.0632 -3.9068
H -1.0724 -2.6246 -5.9005
H 1.1577 -1.6324 -6.2203
H 2.0860 -0.0971 -4.5325
H 0.7992 0.3721 -2.4530
H -3.1570 -0.3050 0.7903
H -4.3288 -1.9914 2.1872
H -4.4372 -4.3367 1.4479
H -3.4709 -4.9982 -0.7224
H -2.3160 -3.3409 -2.1264
C 4.4604 -6.8373 -2.0474
C 3.8005 -5.6055 -1.5485
C 2.4604 -5.3497 -1.8127
C 1.8343 -4.1972 -1.3656
C 0.3985 -3.9885 -1.6757
C 2.5865 -3.2382 -0.6344
C 2.0113 -1.9912 -0.2277
O 0.8735 -1.5937 -0.4722
C 3.9475 -3.5041 -0.3235
C 4.7927 -2.5627 0.4718
C 4.5176 -4.6744 -0.7916
H 3.7546 -7.5017 -2.5381
H 4.9387 -7.3652 -1.2235
H 5.2437 -6.5774 -2.7601
H 1.8947 -6.0633 -2.3918
H -0.0440 -4.8937 -2.0866
H 0.2967 -3.1817 -2.4034
H -0.1462 -3.6911 -0.7797
H 2.7028 -1.3444 0.3329
H 4.9526 -1.6292 -0.0685
H 5.7641 -3.0116 0.6573
H 4.3411 -2.3309 1.4350
H 5.5556 -4.8778 -0.5762

---

[5]
Computed, not measured: a structure of composition C18H41OP3RhS at a distorted geometry, with ωB97M-V with the def2-TZVPD basis set.

Net charge   +3
2S+1   5
Expectation value of S²   6.0199
Gap between HOMO and LUMO (alpha / beta)   7.679 / 4.068 eV
Electronic energy   -63057.47766 eV

Atoms and positions in Å:
Rh 0.7783 -1.0522 -0.1799
P -0.7682 -1.9310 1.2398
P 0.0928 1.2934 1.0782
P 2.7101 -1.1872 0.8102
H 2.7317 -2.1534 -6.7393
C 3.2496 -2.7602 -5.9674
C 2.5453 -3.7052 -5.3262
H 1.4287 -3.6871 -5.2444
C -2.5330 -1.7923 0.7268
C -0.8601 -1.6655 3.0579
C -0.4597 -3.7126 1.0380
C 0.5374 2.7909 0.0499
C -1.7054 1.7013 1.2939
C 0.8326 1.6999 2.7255
C 3.4288 -2.3320 -0.4427
C 2.9395 -1.9605 2.4545
C 3.8039 0.2967 0.7712
H 4.3337 -2.6442 -5.9254
H 3.0336 -4.6442 -4.9856
H -2.6185 -1.9640 -0.3523
H -2.9778 -0.8220 0.9651
H -3.1128 -2.5653 1.2506
H -1.4235 -0.7569 3.3186
H 0.1524 -1.5983 3.4786
H -1.3758 -2.5270 3.5175
H -0.5089 -3.9543 -0.0294
H -1.2080 -4.3026 1.5780
H 0.5395 -3.9639 1.4041
H 0.3703 3.7332 0.5972
H -0.0692 2.8349 -0.8659
H 1.5949 2.7371 -0.2339
H -1.8429 2.5096 2.0371
H -2.2641 0.8262 1.6504
H -2.1071 2.0293 0.3212
H 0.4493 2.6730 3.0524
H 1.9192 1.7393 2.6338
H 0.5461 0.9453 3.4613
H 4.5125 -2.3163 -0.3163
H 3.1401 -2.0151 -1.4499
H 3.0441 -3.3459 -0.3041
H 3.9912 -2.2662 2.4873
H 2.2911 -2.8315 2.5664
H 2.7234 -1.2418 3.2530
H 4.8075 -0.0281 1.0609
H 3.4722 1.0698 1.4618
H 3.8402 0.7278 -0.2322
C 0.2820 0.1371 -3.2639
C 1.2617 1.1499 -3.3892
C 2.0835 1.1424 -4.5228
C 1.9307 0.1330 -5.4820
C 1.0016 -0.9066 -5.2972
C 0.2411 -0.9514 -4.1384
S -0.8017 -0.0056 -1.8276
H 0.0097 0.8823 -1.1422
H 1.4429 1.8721 -2.6053
H 2.8787 1.8937 -4.6624
H 2.6052 0.0696 -6.3333
H 0.9578 -1.7135 -6.0260
H -0.3344 -1.8222 -3.8741
C -2.5519 2.0444 -3.4198
O -3.0922 2.3411 -2.0990
H -2.7830 0.9707 -3.6117
H -1.4366 2.1892 -3.3595
H -3.0192 2.7238 -4.1745
H -3.9695 1.8855 -2.0773

---

[6]
Computed, not measured: the molecule C24H32N4O2S, with ωB97M-V with the def2-TZVPD basis set.

Energy above the lowest of the compared OMol25 structures with the same formula, charge and spin   26.0 kJ/mol
SMILES   CCN(CC)CCN(Cc1cc2ccc(C)c(C)c2[nH]c1=O)C(=S)NCc1ccco1
2S+1   1
Gap between HOMO and LUMO   8.047 eV
Electronic energy   -46299.00032 eV

Atoms and positions in Å:
C -3.0126 -2.5979 -0.2658
C -2.9596 -1.3393 -1.1224
N -3.4255 -0.1476 -0.4168
C -4.7848 -0.2408 0.1050
C -5.8819 -0.5935 -0.9045
C -3.1950 1.0674 -1.1952
C -2.8468 2.2651 -0.2982
N -1.4710 2.3166 0.1497
C -0.4816 3.0123 -0.6575
C 0.7599 2.1698 -0.7909
C 1.9172 2.4990 -0.1709
C 3.0506 1.6355 -0.1654
C 4.2387 1.9456 0.5041
C 5.2799 1.0532 0.5012
C 5.1903 -0.1762 -0.1632
C 6.3716 -1.1013 -0.1262
C 4.0219 -0.5129 -0.8347
C 3.8565 -1.8168 -1.5656
C 2.9525 0.3998 -0.8288
N 1.7790 0.1204 -1.4754
C 0.6584 0.9146 -1.5161
O -0.3147 0.5303 -2.1551
C -1.0929 1.7528 1.3281
S 0.1091 2.4180 2.2587
N -1.7927 0.6710 1.7292
C -1.2794 -0.1755 2.7874
C -0.1032 -0.9684 2.3078
C 1.2347 -0.7065 2.3332
C 1.8615 -1.7711 1.6409
C 0.8594 -2.5974 1.2410
O -0.3335 -2.1224 1.6389
H -2.4983 -2.4387 0.6775
H -2.5147 -3.4073 -0.7946
H -4.0349 -2.9082 -0.0638
H -3.5249 -1.5034 -2.0528
H -1.9206 -1.1445 -1.4001
H -4.7848 -0.9859 0.9049
H -5.0234 0.7240 0.5605
H -5.8887 0.1049 -1.7382
H -6.8500 -0.5452 -0.4124
H -5.7479 -1.5980 -1.2971
H -4.0675 1.3284 -1.8086
H -2.3502 0.8963 -1.8635
H -3.4846 2.2686 0.5906
H -3.0408 3.1874 -0.8536
H -0.2214 3.9771 -0.2050
H -0.9241 3.1764 -1.6420
H 1.9940 3.4327 0.3666
H 4.3168 2.8869 1.0258
H 6.1935 1.2971 1.0228
H 6.1108 -2.0482 0.3455
H 6.7338 -1.3097 -1.1322
H 7.1831 -0.6532 0.4408
H 3.0037 -2.3697 -1.1697
H 4.7363 -2.4420 -1.4652
H 3.6910 -1.6394 -2.6292
H 1.6950 -0.7589 -1.9697
H -2.3813 0.2238 1.0081
H -0.9630 0.4614 3.6176
H -2.0822 -0.8416 3.1095
H 1.7100 0.1407 2.7813
H 2.9122 -1.8927 1.4747
H 0.8573 -3.5230 0.6990